[1]
Computed, not measured: 9 unconnected molecules or ions with the total composition C57H51Br2N3O17P, with wB97M-V/def2-TZVPD.

net charge	+1
Kohn-Sham gap	7.062	eV
2S+1	1
highest occupied orbital energy	-10.932	eV

Each line ends with the Löwdin charge.
Positions of all 131 atoms, in Å:
1 Br 0.02 0.03 2.68  0.82
2 Br 5.82 3.42 2.59  0.72
3 P 6.03 -0.73 0.86  0.77
4 O -4.08 6.89 -0.83  0.09
5 O -8.47 0.47 -7.61  0.10
6 O 5.05 0.35 -4.58  0.11
7 O -6.33 0.94 -0.63  0.10
8 O -2.34 -2.40 -1.60  0.08
9 O -1.43 -8.42 -3.74  0.11
10 O 10.04 -1.10 -3.56  0.11
11 O -3.42 3.75 1.26  0.09
12 O -5.43 -5.08 -2.79  0.09
13 O 9.05 -2.47 3.08  0.05
14 O 5.17 -0.51 -0.31  -0.38
15 O -3.28 1.03 3.37  0.04
16 O -12.22 3.99 -6.37  0.11
17 O -7.23 3.96 -3.94  0.10
18 O -7.00 -1.30 6.32  0.13
19 O 1.17 5.41 3.29  0.09
20 O 13.21 -5.54 4.23  0.13
21 N 3.64 0.31 2.84  0.02
22 N 5.70 0.18 4.05  0.16
23 N 5.15 -1.33 2.25  -0.15
24 C -6.51 4.64 -3.23  -0.37
25 C 8.49 -0.31 -5.15  0.02
26 C 3.03 2.74 2.77  -0.25
27 C 8.90 -0.77 -3.80  -0.39
28 C -4.13 0.49 4.05  -0.36
29 C 12.26 -4.84 3.97  -0.38
30 C -9.00 2.52 -6.58  0.02
31 C -1.53 3.24 2.54  0.01
32 C 6.20 0.02 -4.35  -0.38
33 C -4.73 -7.12 -3.74  0.02
34 C -3.77 -0.49 5.10  0.02
35 C -0.38 3.67 3.05  -0.01
36 C -4.71 -1.08 5.84  0.03
37 C -3.73 -7.96 -3.98  0.03
38 C -4.05 0.47 -0.41  0.03
39 C 3.15 1.46 3.61  -0.13
40 C 9.83 -4.60 3.71  0.02
41 C 7.86 -0.80 -2.74  0.01
42 C -2.13 -6.38 -2.78  0.03
43 C -4.65 -1.94 -1.85  0.04
44 C 6.05 -2.20 3.02  -0.22
45 C 4.80 -0.24 3.06  -0.37
46 C 7.24 0.05 -5.41  0.02
47 C -4.51 -5.85 -3.01  -0.37
48 C -11.69 1.94 -7.40  0.02
49 C -3.05 -0.37 -0.65  0.02
50 C 1.60 -1.06 2.30  -0.67
51 C -2.34 -7.66 -3.52  -0.38
52 C 11.38 -2.64 3.31  0.02
53 C -0.73 5.95 2.00  0.03
54 C -2.37 4.15 1.72  -0.34
55 C 10.87 -5.37 4.00  0.04
56 C 0.11 5.05 2.82  -0.38
57 C 12.43 -3.41 3.60  0.04
58 C -6.35 6.10 -3.45  0.03
59 C -11.36 3.19 -6.65  -0.39
60 C -6.50 0.22 4.59  0.04
61 C -9.94 3.40 -6.27  0.02
62 C -3.13 -5.54 -2.55  0.03
63 C -1.89 5.53 1.48  0.05
64 C -5.56 0.81 3.86  0.03
65 C 10.01 -3.18 3.35  -0.36
66 C -4.97 4.77 -1.32  0.03
67 C 5.54 -3.16 3.81  0.06
68 C -5.65 -1.10 -1.61  0.04
69 C 4.14 2.92 1.75  -0.56
70 C 6.60 -0.44 -3.00  0.02
71 C -9.33 1.28 -7.33  -0.39
72 C -3.27 -1.63 -1.39  -0.37
73 C -4.81 6.22 -1.54  -0.37
74 C -10.74 1.06 -7.71  0.02
75 C -6.15 -0.77 5.65  -0.38
76 C 2.74 -0.17 1.77  -0.18
77 C 1.22 -2.00 1.16  -0.14
78 C -5.76 4.04 -2.10  0.04
79 C -5.43 0.17 -0.87  -0.38
80 C -5.56 6.83 -2.66  0.02
81 H 2.16 1.19 3.98  0.09
82 H -0.36 6.95 1.84  0.13
83 H 3.86 3.69 1.04  0.08
84 H -7.56 0.43 4.47  0.13
85 H -2.03 -0.17 -0.32  0.11
86 H 2.92 3.61 3.41  0.11
87 H -9.73 4.31 -5.72  0.12
88 H 3.29 -0.66 0.99  0.09
89 H 11.49 -1.59 3.04  0.12
90 H 8.81 -4.97 3.73  0.12
91 H 5.90 -3.24 4.83  0.07
92 H 8.18 -1.14 -1.77  0.10
93 H 0.28 -2.50 1.37  0.07
94 H 3.76 1.66 4.49  0.12
95 H 13.45 -3.04 3.58  0.13
96 H -2.72 -0.70 5.22  0.11
97 H -3.86 -8.89 -4.51  0.12
98 H -5.79 1.53 3.08  0.13
99 H -6.66 -1.30 -1.93  0.13
100 H -3.92 1.40 0.13  0.11
101 H 5.74 1.20 4.04  0.03
102 H -4.47 -1.80 6.61  0.13
103 H 6.69 0.43 1.31  0.04
104 H -3.00 -4.61 -2.01  0.09
105 H 7.02 -1.69 0.66  0.05
106 H -5.74 -7.31 -4.07  0.12
107 H 4.85 -3.93 3.47  0.07
108 H 2.11 2.67 2.19  0.10
109 H 9.27 -0.30 -5.90  0.12
110 H -5.86 2.97 -1.94  0.10
111 H -1.12 -6.18 -2.46  0.12
112 H 5.83 -0.46 -2.24  0.07
113 H -7.96 2.66 -6.30  0.11
114 H -6.90 6.52 -4.27  0.12
115 H -2.53 6.17 0.88  0.11
116 H -4.42 4.31 -0.51  0.08
117 H -5.43 7.90 -2.81  0.12
118 H -12.73 1.81 -7.67  0.12
119 H 1.89 -1.61 3.19  0.10
120 H 2.28 0.71 1.31  0.12
121 H 10.77 -6.41 4.27  0.13
122 H 1.06 -1.41 0.26  0.09
123 H 6.92 0.38 -6.39  0.12
124 H -1.91 2.23 2.69  0.05
125 H 0.25 3.03 3.66  0.09
126 H -10.96 0.15 -8.25  0.12
127 H 2.03 -2.70 0.95  0.09
128 H -4.78 -2.87 -2.38  0.10
129 H 4.33 2.02 1.17  0.04
130 H 5.33 -0.06 4.97  0.13
131 H 7.13 -2.06 2.93  0.06

---

[2]
Computed, not measured: a molecular structure, C57H52N5NaO2P2Se, with wB97M-V/def2-TZVPD.

Kohn-Sham gap	6.490	eV
energy relative to the best compared isomer or geometry (same formula, charge and spin)	87.2	kJ/mol
2S+1	1
highest occupied orbital energy	-6.221	eV

Each line ends with the Löwdin charge.
Positions of all 120 atoms, in Å:
1 Se -2.82 0.25 -2.30  0.64
2 P 1.96 2.67 1.02  1.04
3 P -0.84 1.26 1.77  1.04
4 Na 1.47 -0.35 0.30  0.27
5 O 2.57 -1.94 1.13  -0.14
6 O -4.15 -3.43 4.51  -0.08
7 N -1.09 -7.12 1.65  0.07
8 N -1.56 2.12 -4.01  0.12
9 N -1.61 0.14 -4.90  -0.07
10 N 0.54 -2.44 -0.65  0.10
11 N 0.06 -6.93 1.24  0.07
12 C 4.20 4.41 0.64  -0.10
13 C 2.01 -3.08 1.14  -0.40
14 C 1.79 -5.37 2.01  -0.04
15 C 5.54 4.71 0.78  -0.08
16 C -3.71 -4.56 2.40  -0.02
17 C -4.52 1.28 3.61  -0.09
18 C 0.90 -3.39 0.24  -0.15
19 C -1.96 0.84 -3.79  -0.78
20 C -0.81 -4.87 -0.60  -0.02
21 C 1.08 5.34 0.72  -0.10
22 C 2.39 -1.77 -3.66  -0.03
23 C -1.82 -1.28 -5.09  -0.03
24 C -2.41 -4.99 4.38  -0.02
25 C 0.45 -0.36 3.72  -0.08
26 C -2.92 -5.47 1.70  -0.04
27 C -0.45 -2.69 -1.48  -0.17
28 C 0.23 -4.64 0.33  -0.11
29 C 3.88 1.10 -1.67  -0.09
30 C 0.21 3.07 -7.14  -0.08
31 C 3.57 -0.18 -2.11  -0.04
32 C 2.44 -4.14 1.97  -0.03
33 C 1.09 4.05 0.20  -0.38
34 C -1.15 -3.90 -1.50  -0.04
35 C 2.12 0.74 -3.77  -0.04
36 C -0.29 6.11 -1.09  -0.08
37 C -3.17 1.12 3.38  -0.09
38 C 0.38 3.80 -0.98  -0.10
39 C 0.70 -1.58 4.33  -0.06
40 C -1.62 -5.86 3.67  -0.03
41 C -0.35 3.32 -5.89  -0.02
42 C -0.42 0.72 -7.05  -0.01
43 C -3.47 1.89 1.12  -0.12
44 C 4.53 2.41 1.92  -0.11
45 C -2.63 1.43 2.13  -0.38
46 C -4.83 2.05 1.35  -0.08
47 C -5.36 1.75 2.60  -0.09
48 C 3.67 3.25 1.22  -0.38
49 C 6.38 3.88 1.50  -0.09
50 C 0.40 6.37 0.09  -0.07
51 C 0.04 -2.72 3.90  -0.06
52 C -5.10 -2.60 3.86  -0.08
53 C 3.30 2.21 -2.28  -0.11
54 C -1.10 -1.43 2.23  -0.09
55 C 2.69 -0.38 -3.17  -0.26
56 C 0.65 -5.61 1.28  -0.25
57 C -0.98 0.97 -5.81  -0.18
58 C -0.30 4.83 -1.62  -0.08
59 C -0.86 -2.65 2.84  -0.06
60 C -0.94 2.25 -5.24  -0.19
61 C -0.46 -0.27 2.67  -0.40
62 C -1.86 -6.09 2.31  -0.28
63 C 0.18 1.79 -7.71  -0.08
64 C 5.87 2.72 2.08  -0.08
65 C -3.45 -4.31 3.74  -0.30
66 C -0.17 2.58 2.88  -0.39
67 C 2.42 2.02 -3.33  -0.09
68 C 1.33 2.88 2.75  -0.39
69 H -1.72 2.83 -3.32  0.12
70 H -5.47 2.40 0.56  0.10
71 H -3.13 -5.66 0.65  0.11
72 H 0.63 1.64 -8.68  0.10
73 H 1.63 5.56 1.63  0.11
74 H -1.33 -3.54 2.47  0.08
75 H 1.41 -1.64 5.14  0.11
76 H 0.36 2.80 -1.39  0.09
77 H -0.84 4.65 -2.54  0.08
78 H -4.63 -2.01 3.06  0.09
79 H 4.15 1.48 2.34  0.11
80 H -4.94 1.04 4.58  0.10
81 H -0.43 -0.27 -7.49  0.11
82 H -5.92 -3.19 3.44  0.09
83 H -6.42 1.87 2.78  0.10
84 H -0.73 -1.89 -2.16  0.05
85 H 1.72 -2.28 -2.97  0.06
86 H 3.54 3.21 -1.94  0.10
87 H 3.56 5.07 0.07  0.09
88 H -4.51 -4.06 1.88  0.11
89 H 1.46 0.60 -4.62  0.10
90 H -5.49 -1.94 4.62  0.09
91 H 4.57 1.24 -0.85  0.10
92 H 6.52 2.06 2.63  0.11
93 H 2.17 -6.15 2.65  0.11
94 H -0.80 -6.38 4.16  0.12
95 H -0.42 2.35 3.92  0.08
96 H 7.43 4.12 1.61  0.10
97 H -3.06 2.10 0.14  0.05
98 H -2.23 -4.79 5.43  0.13
99 H 5.94 5.61 0.32  0.10
100 H -0.32 4.30 -5.45  0.11
101 H 1.97 2.87 -3.83  0.10
102 H 0.97 0.52 4.08  0.08
103 H -1.94 -4.06 -2.22  0.10
104 H 0.24 -3.68 4.36  0.11
105 H -0.88 -1.83 -5.00  0.09
106 H 4.03 -1.04 -1.63  0.12
107 H -0.75 3.48 2.62  0.08
108 H -2.53 0.73 4.16  0.11
109 H 1.92 -1.74 -4.64  0.07
110 H 1.53 3.90 3.10  0.08
111 H 3.30 -2.36 -3.73  0.09
112 H -1.80 -1.38 1.40  0.12
113 H -2.52 -1.62 -4.33  0.05
114 H 0.68 3.88 -7.68  0.10
115 H -0.83 6.91 -1.59  0.10
116 H 0.41 7.36 0.51  0.11
117 H -1.33 -5.83 -0.61  0.10
118 H -2.24 -1.45 -6.08  0.10
119 H 1.93 2.22 3.38  0.06
120 H 3.30 -3.95 2.59  0.11

---

[3]
Computed, not measured: a molecular structure, C57H55Cl3F2N8O7SSiY, with wB97M-V/def2-TZVPD.

net charge	+1
Kohn-Sham gap	4.888	eV
energy relative to the best compared isomer or geometry (same formula, charge and spin)	157.1	kJ/mol
2S+1	1
highest occupied orbital energy	-7.609	eV

Each line ends with the Löwdin charge.
Positions of all 135 atoms, in Å:
1 Y 1.88 0.55 1.40  1.41
2 Cl 0.24 2.52 8.81  0.63
3 Cl 1.49 -1.68 5.70  0.69
4 Cl 1.40 3.28 3.60  0.74
5 S 8.58 4.19 2.87  0.69
6 Si -0.76 -0.69 1.51  0.72
7 F 0.50 -3.17 -4.43  0.07
8 F -3.11 5.27 2.62  0.04
9 O 1.89 -1.38 -0.04  -0.09
10 O 3.82 -0.56 1.72  -0.14
11 O 2.15 1.18 -0.88  -0.12
12 O 0.39 2.32 0.85  -0.14
13 O 1.78 0.36 3.59  -0.29
14 O 1.30 0.82 -2.92  0.02
15 O 5.21 -2.16 2.43  0.05
16 N 4.05 -4.74 -0.54  -0.04
17 N 1.14 -5.81 -4.33  -0.08
18 N -4.66 6.15 0.39  -0.09
19 N -1.60 3.67 -2.43  0.02
20 N 3.79 2.29 1.45  0.00
21 N -6.93 5.75 2.09  0.06
22 N -0.28 -8.18 -3.62  0.06
23 N 7.87 5.11 0.53  0.08
24 C -3.26 0.77 1.65  -0.12
25 C -5.67 6.39 2.65  -0.08
26 C 1.73 -7.10 -4.54  -0.14
27 C 4.34 -1.72 1.70  -0.59
28 C -2.72 4.92 1.36  -0.18
29 C 4.64 -6.07 -0.49  -0.19
30 C -0.55 2.83 -2.54  0.04
31 C -0.92 -3.56 1.66  -0.11
32 C 2.53 -3.13 -1.43  -0.03
33 C -0.97 -4.87 1.21  -0.10
34 C -0.15 2.74 -0.18  -0.30
35 C 5.84 2.80 2.56  -0.01
36 C -4.59 1.57 -0.19  -0.12
37 C 3.79 -7.05 0.30  -0.06
38 C -3.65 1.04 -1.07  -0.11
39 C 1.23 -8.16 -3.55  -0.08
40 C 0.20 2.35 -1.51  -0.02
41 C 3.82 -2.62 0.59  -0.01
42 C 1.22 2.21 4.96  -0.55
43 C -0.99 -2.76 -0.57  -0.11
44 C -5.88 5.56 -0.12  -0.14
45 C 1.33 -3.57 -3.43  -0.20
46 C -0.88 -6.82 -3.36  -0.08
47 C 1.44 0.84 4.74  -0.48
48 C 7.57 4.33 1.59  -0.82
49 C 2.64 -5.31 -2.45  0.05
50 C -4.38 1.44 1.17  -0.12
51 C 1.68 -2.69 -2.46  0.10
52 C -0.31 -5.85 -4.39  -0.13
53 C -2.31 0.21 0.80  -0.32
54 C 3.10 -4.40 -1.49  -0.12
55 C 1.72 -4.92 -3.40  -0.15
56 C 0.86 2.75 6.19  -0.15
57 C 5.38 3.75 0.43  0.00
58 C -4.89 7.03 1.50  -0.14
59 C -3.73 3.73 -3.82  -0.10
60 C -2.65 3.11 -4.66  -0.08
61 C -1.06 -5.13 -0.15  -0.12
62 C -1.64 4.10 1.22  0.10
63 C -1.98 4.13 -1.17  -0.12
64 C 4.39 -3.84 0.42  0.04
65 C -1.26 3.69 -0.06  -0.04
66 C -3.06 5.00 -1.00  0.06
67 C -6.62 4.79 0.97  -0.08
68 C 1.26 0.02 5.88  -0.58
69 C -3.47 5.37 0.27  -0.15
70 C 0.89 0.52 7.11  -0.14
71 C -0.94 -2.46 0.79  -0.32
72 C 4.18 3.07 0.44  -0.11
73 C 1.31 1.35 -1.82  -0.61
74 C -1.08 -4.07 -1.04  -0.11
75 C 2.72 -2.27 -0.26  -0.26
76 C -2.29 4.13 -3.61  -0.25
77 C 0.70 1.89 7.26  -0.69
78 C -2.53 0.39 -0.57  -0.11
79 C 4.62 2.15 2.48  -0.11
80 C 6.24 3.62 1.51  -0.21
81 H 6.49 2.66 3.41  0.08
82 H 1.51 -7.44 -5.56  0.14
83 H 4.30 1.49 3.27  0.11
84 H 4.81 -6.42 -1.51  0.11
85 H -3.95 7.41 1.90  0.14
86 H 7.28 5.19 -0.27  0.08
87 H -7.42 5.27 2.84  0.18
88 H -1.30 -0.96 2.89  -0.04
89 H -3.80 1.10 -2.14  0.09
90 H -5.11 1.81 1.89  0.08
91 H -4.16 3.11 -3.05  0.08
92 H -0.64 -6.13 -5.39  0.14
93 H -1.99 5.11 -3.95  0.16
94 H 1.46 -7.89 -2.52  0.12
95 H -1.81 0.01 -1.29  0.09
96 H -0.95 -5.69 1.92  0.10
97 H -3.14 0.65 2.72  0.09
98 H -0.87 -3.38 2.73  0.09
99 H -1.15 -4.24 -2.11  0.08
100 H 5.59 4.35 -0.44  0.10
101 H 0.77 -0.15 7.95  0.10
102 H -1.14 -6.16 -0.50  0.07
103 H 4.25 -8.04 0.31  0.08
104 H -5.65 4.87 -0.93  0.12
105 H -1.96 -6.93 -3.42  0.14
106 H -6.53 6.34 -0.52  0.14
107 H -3.59 5.39 -1.85  0.12
108 H -2.56 3.41 -5.69  0.11
109 H -7.55 6.48 1.74  0.18
110 H 2.97 -6.34 -2.41  0.08
111 H 8.75 5.59 0.54  0.10
112 H -5.99 7.12 3.39  0.14
113 H 5.18 -4.14 1.10  0.15
114 H -4.39 4.46 -4.27  0.11
115 H -7.56 4.37 0.64  0.14
116 H -0.56 -8.50 -4.55  0.18
117 H 0.72 3.81 6.30  0.10
118 H -0.65 -8.86 -2.96  0.18
119 H -5.99 4.01 1.40  0.12
120 H 1.58 -9.16 -3.76  0.14
121 H -1.09 3.74 2.08  0.12
122 H 3.50 3.12 -0.40  0.11
123 H 5.64 -5.96 -0.05  0.13
124 H -5.12 5.59 3.12  0.13
125 H 2.79 -7.13 -0.14  0.06
126 H -0.59 -6.54 -2.35  0.10
127 H -0.30 2.51 -3.55  0.15
128 H -5.49 2.04 -0.58  0.09
129 H 1.34 -1.66 -2.46  0.13
130 H 2.82 -7.04 -4.47  0.14
131 H -5.46 7.90 1.13  0.13
132 H 3.67 -6.71 1.32  0.09
133 H -2.39 2.08 -4.45  0.11
134 H -0.96 -1.96 -1.30  0.09
135 H -0.72 -4.86 -4.18  0.12